Computed, not measured: a structure of composition C22H30N6O2STi, with the ωB97M-V functional and the def2-TZVPD basis.

Last column: Mulliken charge in e.
Positions of all 62 atoms, in Å:
Ti: -0.01 -0.20 0.21  0.055
C: -3.24 0.79 0.33  -1.389
N: -2.04 0.78 -0.51  1.524
C: -2.35 0.12 -1.81  -1.122
C: -2.83 -1.33 -1.72  -0.895
C: -1.95 -2.20 -0.80  -0.317
N: -0.56 -1.79 -0.87  0.562
C: 0.08 -2.21 -2.00  -0.789
C: 1.22 -1.58 -2.56  1.100
C: 1.94 -2.25 -3.58  -0.998
C: 3.05 -1.69 -4.18  -0.602
C: 3.49 -0.42 -3.78  -0.594
C: 2.79 0.26 -2.80  -0.462
C: 1.66 -0.28 -2.19  0.318
O: 1.01 0.45 -1.28  -0.208
C: -1.64 2.17 -0.85  -1.148
C: -1.51 3.16 0.31  -0.903
C: -0.72 2.69 1.54  -0.746
N: 0.36 1.78 1.22  0.537
C: 1.55 2.13 1.50  -0.097
C: 2.74 1.31 1.36  0.728
C: 3.99 1.95 1.39  -0.748
C: 5.16 1.24 1.30  -0.728
C: 5.10 -0.15 1.21  -0.486
C: 3.89 -0.81 1.22  -0.488
C: 2.68 -0.10 1.29  0.409
O: 1.54 -0.76 1.32  -0.803
H: -3.56 -0.24 0.52  0.338
H: -4.06 1.32 -0.16  0.247
H: -3.04 1.25 1.30  0.271
H: -1.43 0.16 -2.40  0.367
H: -3.11 0.71 -2.33  0.545
H: -2.79 -1.72 -2.73  0.410
H: -3.87 -1.38 -1.40  0.460
H: -2.08 -3.26 -1.06  0.516
H: -2.30 -2.08 0.23  -0.749
H: -0.31 -3.10 -2.50  0.202
H: 1.61 -3.23 -3.89  0.368
H: 3.59 -2.23 -4.95  0.380
H: 4.37 0.02 -4.23  0.400
H: 3.10 1.25 -2.48  0.404
H: -2.37 2.59 -1.55  0.568
H: -0.68 2.10 -1.38  0.324
H: -2.50 3.48 0.65  0.315
H: -1.03 4.04 -0.11  0.413
H: -1.40 2.18 2.23  0.065
H: -0.34 3.57 2.07  0.481
H: 1.72 3.14 1.90  0.244
H: 4.01 3.03 1.47  0.361
H: 6.11 1.75 1.29  0.418
H: 6.01 -0.73 1.13  0.390
H: 3.83 -1.89 1.15  0.452
N: -0.94 -0.75 2.36  -0.039
N: -1.96 -1.64 2.75  -0.519
C: -2.98 -1.24 3.55  0.578
N: -3.94 -2.17 3.75  -0.450
S: -3.04 0.28 4.24  -0.426
H: -0.07 -1.04 2.80  0.380
H: -1.20 0.14 2.80  -0.094
H: -2.02 -2.48 2.21  0.263
H: -3.97 -3.03 3.24  0.190
H: -4.76 -1.87 4.24  0.218

Output
- E_LUMO (alpha / beta) (eV) = 0.093 / 0.084
- energy relative to the best compared isomer or geometry (same formula, charge and spin) (eV) = 0.000
- multiplicity = 3
- highest occupied orbital energy (alpha / beta) (eV) = -4.793 / -7.332
- frontier orbital gap (alpha / beta) (eV) = 4.885 / 7.416

***

Computed, not measured: a structure of composition C22H31AuN2OSSi2, with the ωB97M-V functional and the def2-TZVPD basis.

Last column: Mulliken charge in e.
Positions of all 60 atoms, in Å:
Au: 1.11 -1.08 -0.94  0.149
C: -2.26 3.31 -2.78  -0.690
C: -0.79 3.70 -2.79  -1.004
N: -0.15 3.56 -1.49  0.057
C: -0.16 4.74 -0.61  -0.655
C: -1.28 4.72 0.42  -1.063
C: 0.42 2.41 -1.08  0.298
S: 0.41 1.08 -2.19  -0.404
N: 0.88 2.46 0.18  0.049
C: 1.64 1.55 0.79  0.029
O: 2.14 0.49 0.35  -0.946
C: 1.96 1.89 2.22  0.508
C: 1.76 3.17 2.73  -0.057
C: 2.11 3.47 4.04  -0.696
C: 2.66 2.49 4.85  -0.356
C: 2.85 1.20 4.36  -0.723
C: 2.51 0.91 3.05  -0.387
H: -2.67 3.37 -3.79  0.389
H: -2.85 3.98 -2.14  0.268
H: -2.38 2.29 -2.42  0.034
H: -0.67 4.73 -3.11  0.389
H: -0.26 3.07 -3.51  0.528
H: -0.24 5.61 -1.25  0.423
H: 0.80 4.79 -0.10  0.419
H: -2.26 4.69 -0.05  0.347
H: -1.23 5.62 1.04  0.350
H: -1.17 3.85 1.07  0.226
H: 1.32 3.92 2.09  0.259
H: 1.96 4.47 4.42  0.405
H: 2.95 2.73 5.87  0.379
H: 3.28 0.44 4.99  0.390
H: 2.66 -0.08 2.64  0.432
C: -2.25 -0.52 -0.44  -0.990
Si: -0.92 -1.62 0.21  0.772
C: -0.60 -1.27 1.99  -0.928
C: -1.30 -3.41 -0.13  0.622
C: -2.42 -4.01 0.45  -0.662
C: -2.71 -5.34 0.20  -0.653
C: -1.88 -6.09 -0.63  -0.698
C: -0.77 -5.49 -1.21  -0.469
C: -0.46 -4.15 -0.96  0.392
Si: 1.05 -3.32 -1.70  0.249
C: 2.57 -4.21 -1.05  -1.139
C: 1.02 -3.48 -3.55  -1.108
H: -3.19 -0.79 0.06  0.512
H: -2.37 -0.64 -1.51  0.267
H: -2.03 0.53 -0.23  0.164
H: -1.52 -1.44 2.55  0.425
H: -0.30 -0.22 2.13  0.198
H: 0.19 -1.91 2.39  0.273
H: -3.08 -3.44 1.10  0.346
H: -3.59 -5.80 0.65  0.394
H: -2.10 -7.13 -0.82  0.388
H: -0.12 -6.08 -1.85  0.321
H: 2.58 -5.25 -1.38  0.352
H: 2.57 -4.19 0.04  0.303
H: 3.49 -3.73 -1.41  0.340
H: 1.05 -4.54 -3.82  0.341
H: 1.90 -3.00 -3.99  0.335
H: 0.13 -3.03 -3.98  0.306

Output
- E_LUMO (eV) = -0.455
- energy relative to the best compared isomer or geometry (same formula, charge and spin) (eV) = 0.658
- multiplicity = 1
- highest occupied orbital energy (eV) = -7.724
- frontier orbital gap (eV) = 7.270

***

Computed, not measured: a structure of composition C22H31BBe2BrCl3F3N2NaO8PS, with the ωB97M-V functional and the def2-TZVPD basis.

Last column: Mulliken charge in e.
Positions of all 76 atoms, in Å:
C: -1.69 2.54 0.77  -0.774
C: -1.15 2.35 -0.72  0.532
C: 0.31 2.95 -0.97  -0.807
C: 0.65 4.22 -0.07  0.519
C: 1.63 5.38 -0.64  -0.348
O: 1.73 6.18 0.60  -0.566
B: 2.01 5.11 1.60  0.412
P: 3.91 5.31 1.87  0.050
O: 4.65 3.81 2.34  -0.507
Cl: 4.09 6.64 3.55  -0.333
O: 1.49 3.80 1.06  -0.412
O: -1.06 0.90 -1.10  -0.420
C: -2.35 0.26 -1.07  -0.377
C: -2.30 -0.82 0.17  0.403
C: -3.36 -0.58 1.35  -0.091
C: -3.43 -1.48 2.61  -0.630
C: -2.42 -2.70 2.71  0.460
C: -1.38 -2.94 1.53  -0.491
C: -1.29 -2.03 0.25  -0.335
H: -1.26 1.72 1.43  -0.131
H: -1.58 3.59 1.19  0.329
H: -2.84 2.34 0.74  0.256
H: -1.90 2.92 -1.41  0.170
H: 1.09 2.13 -0.76  0.197
H: 0.40 3.17 -2.10  -0.052
H: -0.28 4.82 0.22  0.202
H: 2.65 5.07 -1.06  0.274
H: 1.02 6.06 -1.32  0.264
H: 1.46 5.20 2.66  -0.280
H: 5.60 4.02 2.45  0.305
H: -3.23 0.98 -0.97  0.452
H: -2.44 -0.42 -2.02  0.255
H: -4.07 0.33 1.26  0.217
H: -4.19 -1.28 3.45  0.299
H: -2.43 -3.36 3.64  -0.108
H: -0.62 -3.79 1.58  0.323
H: -0.54 -2.20 -0.59  0.266
Be: 1.38 2.21 2.10  0.603
Cl: -1.04 -0.19 1.90  -0.392
Cl: -1.90 -5.04 2.82  -0.668
Be: -1.43 -0.24 -3.34  0.491
C: 3.14 3.72 -5.41  0.594
F: 4.24 4.46 -5.70  -0.234
F: 2.98 2.87 -6.45  -0.239
F: 3.48 2.95 -4.35  -0.228
S: 1.64 4.77 -5.10  1.008
O: 1.43 5.52 -6.33  -0.632
O: 1.98 5.61 -3.96  -0.620
O: 0.57 3.81 -4.81  -0.576
Na: -2.01 2.12 -3.97  0.453
N: -0.29 -1.29 -6.42  -0.192
C: 0.22 -2.41 -6.97  -0.243
C: 0.62 -2.51 -8.29  -0.460
C: 0.49 -1.39 -9.10  -0.129
C: -0.03 -0.22 -8.56  -0.698
C: -0.40 -0.22 -7.22  0.205
H: 0.30 -3.26 -6.30  0.338
H: 1.02 -3.43 -8.68  0.363
H: 0.79 -1.42 -10.14  0.365
H: -0.15 0.67 -9.16  0.368
H: -0.81 0.66 -6.75  0.132
C: -1.45 -5.39 6.83  -0.988
C: -0.34 -6.07 7.63  -0.386
C: 0.88 -6.43 6.79  -0.283
C: 0.48 -7.38 5.70  0.200
N: 0.17 -8.13 4.84  -0.454
H: -1.85 -6.06 6.02  0.313
H: -2.28 -5.13 7.48  0.521
H: -1.08 -4.47 6.36  0.398
H: -0.75 -6.98 8.10  0.288
H: -0.03 -5.40 8.46  0.292
H: 1.64 -6.90 7.41  0.368
H: 1.31 -5.53 6.34  0.297
Br: -3.23 -5.23 5.55  -0.045
O: 1.72 -4.90 9.15  -0.848
H: 1.69 -3.95 9.29  0.200

Output
- E_LUMO (eV) = -1.993
- multiplicity = 1
- highest occupied orbital energy (eV) = -4.968
- frontier orbital gap (eV) = 2.975
- charge = -1

***

Computed, not measured: an isolated molecule of C22H31N3O2, with the ωB97M-V functional and the def2-TZVPD basis.

Last column: Mulliken charge in e.
Positions of all 58 atoms, in Å:
C: -3.43 -1.58 -0.33  -1.654
C: -2.16 -0.77 -0.18  0.458
C: -0.84 -1.17 -0.25  -0.905
C: -0.01 -0.06 -0.04  1.628
C: 1.43 -0.05 0.02  0.155
O: 2.06 0.50 -0.88  -0.693
N: 2.02 -0.68 1.08  0.401
C: 3.49 -0.59 1.22  -0.997
C: 3.99 0.10 2.51  -0.875
N: 3.09 1.14 3.08  0.395
C: 2.92 2.35 2.46  0.977
O: 1.93 3.06 2.63  -0.629
C: 3.95 2.79 1.55  0.252
C: 5.15 3.37 1.87  -1.019
C: 5.60 3.53 0.45  -0.333
C: 4.26 2.95 0.07  -0.709
C: 2.06 0.59 4.00  -0.883
C: 1.60 1.50 5.17  -1.155
C: 0.61 0.82 6.13  -0.859
C: -0.59 0.21 5.38  -0.689
C: -0.11 -0.78 4.30  -1.244
C: 0.86 -0.12 3.29  2.720
C: 1.31 -1.20 2.26  -2.211
C: -0.85 1.04 0.15  -0.116
C: -0.51 2.50 0.43  -1.582
N: -2.16 0.60 0.06  0.207
C: -3.34 1.43 0.23  -1.150
H: -3.22 -2.61 -0.61  0.381
H: -4.01 -1.61 0.59  0.350
H: -4.08 -1.18 -1.11  0.359
H: -0.49 -2.18 -0.43  0.531
H: 3.81 -1.63 1.32  0.336
H: 4.01 -0.23 0.33  0.503
H: 4.33 -0.61 3.27  0.440
H: 4.91 0.60 2.23  0.490
H: 5.63 3.63 2.81  0.429
H: 5.75 4.55 0.10  0.270
H: 6.45 2.93 0.13  0.223
H: 4.31 2.03 -0.52  0.091
H: 3.60 3.63 -0.48  0.268
H: 2.59 -0.22 4.51  0.511
H: 2.47 1.86 5.72  0.395
H: 1.10 2.39 4.78  0.371
H: 1.12 0.04 6.69  0.358
H: 0.25 1.54 6.87  0.379
H: -1.26 -0.29 6.08  0.399
H: -1.18 1.01 4.91  0.344
H: 0.38 -1.62 4.79  0.402
H: -0.96 -1.21 3.78  0.403
H: 0.33 0.67 2.77  -0.594
H: 0.40 -1.67 1.90  0.335
H: 1.85 -2.04 2.69  0.486
H: 0.54 2.71 0.27  0.062
H: -1.06 3.18 -0.21  0.534
H: -0.73 2.78 1.47  0.356
H: -3.16 2.18 1.01  0.378
H: -3.55 1.93 -0.71  0.321
H: -4.20 0.83 0.51  0.398

Output
- E_LUMO (eV) = 0.731
- SMILES string = Cc1cc(C(=O)N2CCN(C(=O)C3=CCC3)[C@H]3CCCC[C@@H]3C2)c(C)n1C
- energy relative to the best compared isomer or geometry (same formula, charge and spin) (eV) = 2.662
- multiplicity = 1
- highest occupied orbital energy (eV) = -7.631
- frontier orbital gap (eV) = 8.362

***

Computed, not measured: an isolated molecule of C22H31N3O3, with the ωB97M-V functional and the def2-TZVPD basis.

Last column: Mulliken charge in e.
Positions of all 59 atoms, in Å:
C: 2.14 0.22 -4.15  -1.032
C: 2.23 1.45 -3.26  -0.342
O: 1.52 1.28 -2.03  -0.266
C: 2.15 0.62 -1.05  -0.716
O: 3.26 0.15 -1.17  -0.612
C: 1.36 0.64 0.25  3.666
C: 1.47 2.12 0.73  -2.169
C: 0.78 2.38 2.04  0.055
C: 1.45 2.24 3.24  -0.446
C: 0.80 2.48 4.44  -0.675
C: -0.53 2.84 4.46  -0.645
C: -1.22 3.00 3.25  0.627
O: -2.53 3.37 3.37  -0.459
C: -3.28 3.55 2.19  -0.719
C: -0.56 2.77 2.05  -0.222
C: 1.99 -0.32 1.26  -1.298
C: 1.75 -1.78 0.86  -0.753
C: 0.25 -2.03 0.66  -1.088
N: -0.35 -1.13 -0.31  0.812
C: -0.04 -1.48 -1.69  0.129
C: -0.66 -2.77 -2.07  -0.514
N: 0.00 -3.86 -2.38  -0.725
C: -0.93 -4.80 -2.67  -0.743
C: -2.18 -4.27 -2.52  -0.240
N: -2.01 -2.97 -2.15  0.275
C: -3.06 -2.04 -1.84  -0.517
C: -3.47 -2.13 -0.37  -0.913
C: -0.12 0.25 0.03  -2.598
H: 2.65 0.43 -5.09  0.448
H: 1.10 -0.03 -4.36  0.212
H: 2.62 -0.62 -3.67  0.269
H: 3.28 1.67 -3.03  0.338
H: 1.76 2.32 -3.73  0.365
H: 1.04 2.75 -0.04  0.502
H: 2.53 2.36 0.83  0.687
H: 2.50 1.97 3.24  0.486
H: 1.33 2.37 5.38  0.379
H: -1.05 3.03 5.38  0.441
H: -4.28 3.84 2.52  0.252
H: -3.34 2.62 1.61  0.263
H: -2.86 4.34 1.56  0.312
H: -1.07 2.90 1.11  0.440
H: 1.53 -0.14 2.24  0.517
H: 3.06 -0.13 1.33  0.253
H: 2.13 -2.44 1.63  0.491
H: 2.29 -2.00 -0.06  0.359
H: -0.27 -1.88 1.61  0.456
H: 0.08 -3.05 0.32  0.583
H: -0.42 -0.68 -2.33  0.657
H: 1.04 -1.58 -1.88  0.040
H: -0.65 -5.79 -2.96  0.479
H: -3.16 -4.70 -2.65  0.398
H: -3.92 -2.27 -2.48  0.470
H: -2.71 -1.03 -2.06  0.194
H: -2.62 -1.86 0.26  0.122
H: -4.29 -1.44 -0.17  0.369
H: -3.79 -3.14 -0.12  0.331
H: -0.65 0.43 0.98  0.615
H: -0.56 0.89 -0.74  0.404

Output
- E_LUMO (eV) = 0.525
- SMILES string = CCOC(=O)[C@]1(Cc2cccc(OC)c2)CCCN(Cc2nccn2CC)C1
- energy relative to the best compared isomer or geometry (same formula, charge and spin) (eV) = 2.494
- multiplicity = 1
- highest occupied orbital energy (eV) = -8.358
- frontier orbital gap (eV) = 8.883

***

Computed, not measured: an isolated molecule of C22H31N3OS2, with the ωB97M-V functional and the def2-TZVPD basis.

Last column: Mulliken charge in e.
Positions of all 59 atoms, in Å:
C: 3.36 4.67 0.48  -0.761
O: 4.56 4.09 0.02  -0.455
C: 4.61 2.75 -0.16  0.524
C: 5.81 2.24 -0.67  -0.670
C: 5.95 0.89 -0.88  -0.544
C: 4.91 0.02 -0.60  -1.048
C: 3.71 0.52 -0.09  0.217
N: 2.71 -0.41 0.21  0.183
C: 1.35 -0.25 0.29  0.480
S: 0.56 1.13 -0.16  -0.379
N: 0.67 -1.34 0.74  0.574
C: -0.77 -1.37 0.69  -1.544
C: -1.40 -0.83 1.98  -0.449
C: -2.93 -0.84 1.88  -1.220
N: -3.41 -0.23 0.66  0.536
C: -3.22 1.21 0.63  -0.590
C: -3.58 1.76 -0.75  -1.019
C: -5.03 1.43 -1.11  0.592
C: -5.38 1.93 -2.50  -1.710
C: -5.21 -0.08 -0.99  -0.799
C: -4.80 -0.56 0.40  -0.917
C: 1.34 -2.46 1.36  -1.199
C: 1.99 -3.39 0.37  0.556
C: 3.29 -3.80 0.32  -0.447
C: 3.55 -4.66 -0.77  -0.510
C: 2.45 -4.88 -1.53  -0.467
S: 1.06 -4.05 -0.93  -0.128
C: 3.57 1.88 0.15  0.141
H: 3.52 5.74 0.47  0.232
H: 2.52 4.42 -0.19  0.323
H: 3.12 4.34 1.49  0.307
H: 6.61 2.93 -0.90  0.442
H: 6.87 0.50 -1.27  0.363
H: 5.02 -1.04 -0.77  0.445
H: 3.03 -1.36 0.16  -0.199
H: -1.11 -0.76 -0.14  0.596
H: -1.09 -2.40 0.52  0.208
H: -1.04 0.19 2.14  0.317
H: -1.10 -1.43 2.84  0.410
H: -3.35 -0.36 2.78  0.404
H: -3.26 -1.88 1.88  0.463
H: -2.18 1.43 0.83  0.219
H: -3.84 1.70 1.40  0.385
H: -2.91 1.32 -1.49  0.264
H: -3.42 2.84 -0.75  0.404
H: -5.69 1.92 -0.38  0.223
H: -5.26 3.01 -2.57  0.414
H: -6.42 1.69 -2.75  0.417
H: -4.74 1.47 -3.25  0.355
H: -4.58 -0.57 -1.73  0.261
H: -6.25 -0.36 -1.18  0.395
H: -4.91 -1.65 0.46  0.442
H: -5.47 -0.11 1.15  0.394
H: 0.59 -3.01 1.94  0.409
H: 2.11 -2.10 2.07  0.384
H: 4.03 -3.51 1.04  0.503
H: 4.51 -5.09 -0.98  0.399
H: 2.36 -5.48 -2.42  0.430
H: 2.65 2.25 0.56  0.445

Output
- E_LUMO (eV) = 0.578
- SMILES string = COc1cccc(NC(=S)N(CCCN2CCC(C)CC2)Cc2cccs2)c1
- energy relative to the best compared isomer or geometry (same formula, charge and spin) (eV) = 0.070
- multiplicity = 1
- highest occupied orbital energy (eV) = -7.917
- frontier orbital gap (eV) = 8.495